(1)
Computed, not measured: a molecular structure, C30H56F12N2O26S10Zr, with ωB97M-V/def2-TZVPD.

* E_HOMO (spin up / spin down): -15.226 / -15.226 eV
* HOMO-LUMO gap (spin up / spin down): 5.33 / 3.62 eV
* expectation value of S²: 0.758
* spin multiplicity: 2
* net charge: +3

Geometry as XYZ:
```
137
Properties=species:S:1:pos:R:3:mulliken_charge:R:1
Zr -7.6864 9.4506 -26.0828 1.69
C -4.7962 5.5216 -26.2086 0.67
F -3.8192 4.9440 -25.5007 -0.12
F -4.6028 5.5218 -27.5262 -0.15
F -6.0078 5.0347 -25.8778 -0.19
S -4.9432 7.3763 -25.5901 0.38
O -5.7616 7.2538 -24.4177 -0.58
O -3.6228 7.9291 -25.3805 -0.34
N -6.0815 8.2992 -26.7094 0.14
S -5.2548 8.3644 -28.0763 0.39
O -5.6776 9.6457 -28.5144 -0.09
O -3.7976 8.1253 -28.0139 -0.25
C -6.1307 7.0016 -29.2737 0.56
F -6.9582 7.6240 -30.0574 -0.25
F -5.1719 6.4431 -30.1003 -0.20
F -6.8457 6.1096 -28.5758 -0.21
C -9.9082 12.2711 -28.6082 0.75
F -10.2151 13.0124 -27.5885 -0.13
F -10.6554 11.1912 -28.5982 -0.22
F -10.1435 13.0342 -29.6318 -0.19
S -8.0386 11.7585 -28.6839 -0.15
O -8.0102 10.3513 -29.2007 -0.24
O -7.1954 12.6785 -29.4190 -0.22
N -7.6814 11.3821 -26.9526 -0.16
S -7.3159 12.9129 -26.4550 0.21
O -8.0894 14.0549 -26.9696 -0.33
O -7.2979 12.9181 -25.0169 -0.52
C -5.3781 13.2613 -27.0165 0.42
F -4.4544 13.4913 -26.0830 -0.09
F -5.0056 12.1682 -27.6390 -0.15
F -5.3327 14.2212 -27.9613 -0.03
C -0.6011 9.3206 -28.3173 -0.82
C -0.5234 8.8372 -26.8963 0.17
C -0.4841 10.0671 -25.9675 -1.04
S -1.6049 11.3090 -26.7579 0.92
O -1.0429 12.6378 -26.6362 -0.74
O -2.9206 11.0643 -26.1499 -0.65
C -1.5840 10.5458 -28.3972 -0.07
H -0.8203 8.5538 -29.0602 0.43
H 0.4556 9.5438 -28.4642 0.34
H 0.2416 8.0648 -26.8175 0.54
H -1.3798 8.2398 -26.5834 -0.40
H 0.5112 10.4965 -25.8534 0.41
H -0.8854 9.8496 -24.9776 0.44
H -1.4839 11.2848 -29.1921 0.55
H -2.5992 10.2228 -28.6277 -0.29
C -10.9504 7.9814 -34.0002 -0.69
C -11.9183 7.0965 -33.2479 -0.64
C -12.2808 7.7404 -31.9332 -0.69
S -11.1430 9.2738 -31.6343 1.07
O -10.5224 9.1505 -30.3638 -0.58
O -11.6940 10.5346 -31.9570 -0.68
C -9.9881 8.6556 -32.9791 -0.75
H -11.5407 8.6981 -34.5712 0.34
H -10.3838 7.3363 -34.6716 0.35
H -11.5114 6.0876 -33.1783 0.33
H -12.8198 6.9874 -33.8508 0.28
H -12.3343 7.0219 -31.1153 0.40
H -13.3134 8.0890 -31.9119 0.43
H -9.1690 8.0165 -32.6494 0.27
H -9.5194 9.5240 -33.4420 0.46
C -9.9211 17.5757 -29.7555 -0.67
C -9.7380 16.4364 -30.7877 -0.57
C -8.3070 15.9144 -30.6264 -0.21
S -7.2648 17.4606 -30.2351 1.12
O -6.4536 17.7870 -31.3609 -0.68
O -6.6745 17.1987 -28.9141 -0.58
C -8.6878 18.6001 -30.0424 -0.88
H -9.9288 17.3097 -28.6985 0.28
H -10.8680 18.0685 -29.9760 0.42
H -9.8889 16.9281 -31.7487 0.34
H -10.5269 15.7063 -30.6068 0.24
H -7.7722 15.5080 -31.4848 0.56
H -8.2046 15.1823 -29.8254 -0.19
H -8.7878 19.2092 -30.9408 0.40
H -8.4722 19.3249 -29.2573 0.44
C -14.7212 11.6572 -29.1094 -0.70
C -15.5584 11.0968 -27.9978 -0.65
C -14.7769 9.9481 -27.3667 -0.78
S -14.0943 9.0030 -28.8221 0.72
O -15.1105 8.0595 -29.3818 -0.61
O -12.7187 8.5128 -28.5706 -0.37
C -14.0091 10.5461 -29.8494 0.40
H -14.0134 12.3405 -28.6402 0.21
H -15.3369 12.1468 -29.8640 0.30
H -16.5651 10.8266 -28.3164 0.32
H -15.6778 11.7932 -27.1678 0.38
H -15.2597 9.2869 -26.6470 0.52
H -13.9494 10.3440 -26.7780 0.28
H -14.2264 10.1936 -30.8577 0.57
H -12.9595 10.7613 -29.6493 -0.57
C -3.3529 15.7483 -30.1115 0.19
C -3.6934 15.7286 -31.6263 -0.46
C -3.2073 17.0452 -32.1872 -0.60
S -1.5439 17.3615 -31.4972 1.06
O -1.1472 18.7901 -31.5139 -0.44
O -0.5567 16.4319 -32.0335 -0.42
C -2.2065 16.7569 -29.8609 -0.84
H -3.0340 14.7430 -29.8362 0.19
H -4.2506 16.1483 -29.6403 -0.04
H -4.7650 15.5688 -31.5070 0.16
H -3.2109 14.8799 -32.1111 0.46
H -3.7587 17.9467 -31.9200 0.30
H -3.1990 16.8911 -33.2662 0.51
H -2.6115 17.6992 -29.4918 0.42
H -1.2771 16.4028 -29.4150 0.50
C -6.7127 16.1988 -21.2825 -0.28
C -5.8977 14.9248 -21.3968 -0.37
O -5.6711 14.6166 -22.6505 -0.14
S -5.9543 15.8492 -23.6553 0.84
O -6.5694 15.4665 -24.9508 -0.26
O -4.8292 16.7984 -23.5970 -0.56
O -7.1331 16.3280 -22.5901 -0.39
H -6.0548 16.9908 -20.9246 0.29
H -7.6290 16.1591 -20.6934 0.31
H -6.4282 14.0907 -20.9376 0.20
H -4.9087 14.9665 -20.9405 0.31
C -5.4676 10.4874 -23.4903 -0.80
C -6.7924 10.1028 -22.8772 -0.54
O -7.3950 9.2369 -23.8492 -0.56
O -5.5138 10.6118 -24.9647 0.84
H -4.6869 9.8074 -23.1495 0.45
H -5.1171 11.4776 -23.1993 0.44
H -7.4260 10.9566 -22.6371 0.30
H -6.5114 9.4797 -22.0282 0.52
H -7.6660 8.4739 -23.3335 0.24
H -4.6079 10.6553 -25.2796 -0.10
C -9.7452 7.3104 -27.4848 -0.45
C -9.2126 6.6245 -26.2983 -0.87
O -8.5043 7.3788 -25.3969 -0.40
O -8.8578 8.3051 -27.7965 1.22
H -10.7864 7.6267 -27.4227 0.58
H -9.7414 6.6628 -28.3615 0.35
H -8.5858 5.7830 -26.5933 0.31
H -10.0117 6.2133 -25.6815 0.60
H -8.4762 6.8420 -24.6016 0.34
H -9.0689 8.6246 -28.6768 -0.50
```


(2)
Computed, not measured: a molecular structure, C30H56InN2O2, with ωB97M-V/def2-TZVPD.

* E_HOMO (spin up / spin down): -3.962 / -3.962 eV
* HOMO-LUMO gap (spin up / spin down): 5.78 / 5.00 eV
* expectation value of S²: 2.009
* spin multiplicity: 3
* net charge: -1

Geometry as XYZ:
```
91
Properties=species:S:1:pos:R:3:mulliken_charge:R:1
C 5.9113 -3.3983 5.6292 -0.99
C 4.4965 -3.3295 4.8515 -0.32
C 3.3141 -2.6522 5.7383 -0.42
C 2.7220 -1.3356 4.9718 -0.94
In 0.7502 -0.7883 5.9333 0.66
C -1.0502 -1.1126 4.5303 -1.06
C -1.9961 -2.1761 5.3075 0.52
C -2.3135 -1.7926 6.8077 -0.26
C -3.1658 -2.7051 7.7229 -0.55
C -3.6982 -4.0326 7.1058 -0.42
C -3.4106 -4.4027 5.6083 -0.53
C -2.5404 -3.4871 4.6630 0.66
C -2.2261 -3.8789 3.1416 -0.99
H 6.5349 -4.2853 5.2195 0.27
H 6.5552 -2.4608 5.4835 0.23
H 5.7530 -3.5381 6.7569 0.30
H 4.6334 -2.7220 3.8943 0.27
H 4.1738 -4.4046 4.5646 0.26
H 2.5055 -3.4157 5.9960 0.28
H 3.8034 -2.3443 6.7426 0.16
H 2.6100 -1.5631 3.8494 0.28
H 3.5051 -0.5042 5.1663 0.21
H 0.5456 -1.8515 7.4007 -0.31
H 0.6630 0.9034 6.5514 -0.38
H -1.6077 -0.1015 4.4425 0.23
H -0.7408 -1.4872 3.4979 0.11
H -1.9095 -0.8092 7.2522 0.22
H -3.3254 -2.3636 8.7978 0.27
H -4.3036 -4.7299 7.7711 0.27
H -3.8669 -5.3779 5.2258 0.24
H -2.0369 -5.0169 3.0793 0.34
H -3.1054 -3.6357 2.4304 0.15
H -1.2795 -3.3606 2.7735 0.21
C -0.9938 -0.6465 -3.1301 -2.00
C -1.6610 -1.7376 -2.2536 2.07
C -3.0035 -2.1377 -2.9004 -1.31
C -4.0581 -1.0386 -2.7885 -0.49
C -4.2353 -0.5933 -1.3405 -1.39
C -2.9202 -0.2767 -0.5886 2.01
N -1.8340 -1.2705 -0.8444 0.38
O -2.0986 -2.3668 -0.0810 -0.53
C -2.4050 1.1331 -0.9623 -1.80
C -3.2697 -0.1432 0.9199 -1.93
C -0.6619 -2.9203 -2.3498 -1.96
H -0.5789 -1.0796 -4.0461 0.56
H -1.6778 0.1276 -3.4693 0.17
H -0.1627 -0.1681 -2.6001 0.41
H -3.3890 -3.0534 -2.4357 0.40
H -2.8520 -2.3806 -3.9593 0.35
H -3.7945 -0.1829 -3.4150 0.31
H -5.0105 -1.4158 -3.1711 0.39
H -4.8945 0.2815 -1.3195 0.34
H -4.7739 -1.3905 -0.8117 0.39
H -1.4278 1.3221 -0.5060 0.39
H -3.0880 1.9084 -0.5956 0.46
H -2.3213 1.3045 -2.0324 0.28
H -3.7902 -1.0229 1.3084 0.31
H -3.9367 0.7079 1.0921 0.43
H -2.3712 0.0179 1.5243 0.52
H 0.3268 -2.6239 -1.9864 0.46
H -0.5474 -3.2483 -3.3875 0.42
H -0.9785 -3.8013 -1.7873 0.38
C 2.8037 5.4523 -3.2659 -1.81
C 2.2752 3.9945 -3.2439 1.77
C 3.3650 3.0656 -3.8183 -1.23
C 3.5554 3.2463 -5.3229 -0.50
C 2.2319 3.0958 -6.0657 -1.22
C 1.0574 3.9170 -5.4813 1.75
N 0.9844 3.8735 -3.9893 0.11
O 0.4255 2.6804 -3.6441 -0.30
C 1.1467 5.3932 -5.9339 -1.71
C -0.2446 3.4112 -6.1618 -1.80
C 2.0937 3.7134 -1.7290 -1.77
H 3.5460 5.6102 -2.4773 0.45
H 3.3100 5.7253 -4.1888 0.33
H 1.9935 6.1685 -3.0884 0.37
H 3.1160 2.0178 -3.6116 0.32
H 4.3203 3.2513 -3.3128 0.36
H 4.0015 4.2192 -5.5434 0.32
H 4.2626 2.4963 -5.6869 0.38
H 2.3857 3.3645 -7.1167 0.35
H 1.9683 2.0302 -6.0614 0.38
H 0.3727 5.9954 -5.4467 0.38
H 0.9907 5.4804 -7.0156 0.45
H 2.1110 5.8564 -5.7429 0.30
H -0.3775 2.3306 -6.0593 0.28
H -0.2284 3.6171 -7.2371 0.42
H -1.1286 3.9066 -5.7471 0.45
H 1.3968 4.4288 -1.2819 0.45
H 3.0467 3.8067 -1.2000 0.43
H 1.7274 2.7068 -1.5163 0.28
```


(3)
Computed, not measured: 3 unconnected molecules or ions with the total composition C30H57BCl3N2O9, with ωB97M-V/def2-TZVPD.

* E_HOMO: -10.709 eV
* HOMO-LUMO gap: 6.52 eV
* net charge: +1

Geometry as XYZ:
```
102
Properties=species:S:1:pos:R:3:mulliken_charge:R:1
C 8.2215 -1.2930 1.4040 -0.75
O 7.1173 -1.2380 0.5395 -0.35
C 6.1108 -0.3753 1.0480 -0.79
C 4.8579 -0.5552 0.2052 0.59
C 4.0525 0.7350 0.0783 -1.03
C 3.1384 0.7631 -1.1438 -1.02
C 1.8390 -0.0515 -0.9470 0.50
C 1.5810 -0.9419 -2.1640 -0.49
C 0.0890 -1.2328 -2.4511 -2.30
C -0.8016 -1.2742 -1.2373 -0.50
C -0.6283 -2.2463 -0.2263 -0.19
B 0.4867 -3.4146 -0.3466 1.11
O 0.0920 -4.5902 -0.9326 -0.59
N 1.8556 -3.2498 0.0505 0.25
C 2.0088 -3.0971 1.5211 -1.35
C 2.7119 -4.3317 -0.4374 -1.10
C -1.4676 -2.2286 0.8764 0.61
Cl -1.2728 -3.4271 2.0951 -0.16
C -2.4952 -1.2829 1.0158 0.65
C -3.3740 -1.2679 2.2121 -1.52
C -2.5362 -0.3879 3.2615 0.47
C -1.5522 0.5458 2.6524 -0.73
O -2.8007 0.9588 3.3148 -0.46
N -2.6596 -0.3938 0.0166 -0.03
Cl -3.9350 0.7231 0.1338 0.06
C -1.8439 -0.3636 -1.0865 0.93
Cl -2.1987 0.8309 -2.2445 -0.18
H 9.0060 -1.8837 0.9440 0.26
H 8.6174 -0.2976 1.6175 0.30
H 7.9609 -1.7806 2.3476 0.31
H 5.9378 -0.6611 2.0895 0.36
H 6.4891 0.6512 1.0104 0.39
H 5.1863 -0.9152 -0.7659 0.31
H 4.2560 -1.3019 0.7201 -0.57
H 3.5291 0.9815 1.0016 0.27
H 4.7795 1.5394 -0.0527 0.62
H 3.7080 0.3682 -1.9799 0.48
H 2.9062 1.8036 -1.3566 0.18
H 1.9876 -0.6329 -0.0428 -0.23
H 1.0091 0.6338 -0.7611 0.34
H 1.9993 -0.4556 -3.0371 0.80
H 2.0913 -1.8871 -2.0102 -0.01
H -0.0232 -2.1475 -3.0303 0.30
H -0.2586 -0.4437 -3.1023 0.51
H -0.8574 -4.7130 -0.8199 0.34
H 1.4664 -2.2066 1.8300 0.39
H 3.0648 -3.0043 1.7472 0.37
H 1.5772 -3.9568 2.0311 0.37
H 3.7625 -4.1016 -0.2814 0.25
H 2.4874 -5.2949 0.0229 0.36
H 2.5710 -4.4578 -1.5073 0.41
H -3.4425 -2.2120 2.7268 0.44
H -4.3190 -0.7663 2.0714 0.57
H -2.2401 -0.8762 4.1728 0.49
H -1.7584 1.0988 1.7492 0.29
H -0.6663 0.8108 3.2100 0.45
C -6.0103 -0.5501 7.2706 -0.78
O -6.8780 -0.0966 6.2555 -0.31
C -6.2046 0.2788 5.0703 -0.25
C -7.0596 0.0348 3.8581 -0.51
O -7.1321 -1.3420 3.4913 -0.41
C -7.8803 -2.1998 4.3496 -0.34
C -9.3790 -2.0165 4.2687 -0.59
O -9.7857 -0.8267 4.9210 -0.29
C -10.8921 -0.2023 4.3042 -0.79
H -5.3901 0.2666 7.6560 0.33
H -6.6249 -0.9391 8.0795 0.25
H -5.3660 -1.3595 6.9054 0.32
H -5.2681 -0.2841 4.9547 0.09
H -5.9654 1.3481 5.1511 0.46
H -6.5827 0.5311 3.0066 0.43
H -8.0602 0.4565 3.9535 0.21
H -7.5321 -2.1330 5.3802 0.12
H -7.6577 -3.2103 3.9987 0.41
H -9.8620 -2.8662 4.7686 0.41
H -9.6861 -2.0079 3.2168 0.35
H -10.6989 -0.0189 3.2409 0.35
H -11.0466 0.7553 4.7973 0.23
H -11.7983 -0.8072 4.4116 0.33
C 2.3398 6.2266 -5.4205 -0.77
O 3.5233 5.4645 -5.4939 -0.28
C 4.0566 5.1379 -4.2229 -0.60
C 4.8114 3.8285 -4.2666 -0.39
O 3.9891 2.6685 -4.3137 -0.31
C 3.2830 2.4067 -5.5183 -0.31
C 4.1459 1.9212 -6.6626 -0.65
O 4.9074 2.9787 -7.2137 -0.28
C 6.1791 2.5713 -7.6727 -0.78
H 2.5388 7.2323 -5.0344 0.33
H 1.9381 6.3087 -6.4286 0.24
H 1.5919 5.7334 -4.7877 0.33
H 3.2551 5.0682 -3.4771 0.32
H 4.7483 5.9363 -3.9231 0.42
H 5.3632 3.7404 -3.3276 0.42
H 5.5465 3.8268 -5.0721 0.14
H 2.6777 3.2628 -5.8202 0.17
H 2.5925 1.5956 -5.2677 0.35
H 3.4921 1.5213 -7.4499 0.40
H 4.7983 1.1160 -6.3057 0.35
H 6.7379 2.0589 -6.8814 0.35
H 6.7278 3.4663 -7.9584 0.24
H 6.0931 1.9137 -8.5444 0.33
```


(4)
Computed, not measured: 6 unconnected molecules or ions with the total composition C30H57F5NO22P5S, with ωB97M-V/def2-TZVPD.

* E_HOMO: -8.861 eV
* HOMO-LUMO gap: 5.98 eV
* net charge: 0

Geometry as XYZ:
```
121
Properties=species:S:1:pos:R:3:mulliken_charge:R:1
C -4.7183 0.1926 -0.3643 -0.79
C -4.6632 -1.3861 -0.6097 0.28
F -5.9467 -1.8566 -1.1288 -0.37
C -3.4185 -1.8914 -1.4635 0.43
C -2.9256 -3.2288 -1.3034 0.35
S -3.6831 -4.4456 -0.1177 -0.25
C -1.6393 -3.7756 -2.1189 -0.21
O -1.5469 -4.9602 -2.5266 -0.54
C -0.4833 -2.6725 -2.3360 0.32
C 1.0258 -2.9948 -2.3628 -0.66
C 2.0118 -1.7818 -2.5394 0.57
C 3.5809 -2.0586 -2.5730 1.66
F 4.1917 -1.6870 -3.8184 -0.25
F 4.1897 -1.2415 -1.5494 -0.32
C 3.9986 -3.5684 -2.2226 -0.17
F 3.5400 -3.9706 -0.9138 -0.26
F 3.5816 -4.4701 -3.2460 -0.25
C 1.4692 -0.3136 -2.6813 0.42
C 2.4264 0.9753 -2.8186 -0.87
N 3.0823 1.0159 -4.1607 -0.46
C -0.0729 -0.0014 -2.6997 -1.32
C -1.0209 -1.2051 -2.5242 0.82
C -2.6166 -0.9522 -2.5040 -0.40
O -3.1797 -0.1236 -3.2610 -0.58
H -4.0988 0.8154 -1.0914 0.24
H -4.3451 0.4630 0.6901 -0.02
H -5.8157 0.5187 -0.5054 0.36
H -4.5784 -1.8741 0.4348 0.22
H -2.5623 -5.1876 0.2986 0.19
H 1.3766 -4.0682 -2.2426 0.32
H 5.1458 -3.6439 -2.1702 0.23
H 3.1758 0.9443 -1.9379 0.26
H 1.8176 1.9450 -2.6469 0.30
H 4.1013 1.0895 -4.0335 0.30
H 2.8225 0.1534 -4.6665 0.09
H -0.5023 1.0430 -2.8324 0.29
C -0.8569 -0.7579 4.8508 -0.75
O -0.8930 -0.4029 3.4674 -0.26
P -1.9554 0.8645 2.9847 0.96
O -2.2248 0.1711 1.6606 -0.49
O -0.6749 1.8886 2.7971 -0.26
C 0.2405 2.0855 3.8667 -0.67
O -3.0388 2.1293 2.5638 -0.24
C -3.1581 3.1808 3.5083 -0.62
H -0.8949 -1.8451 4.9329 0.24
H 0.0796 -0.4135 5.2903 0.29
H -1.6985 -0.3270 5.3983 0.34
H 1.0508 1.3560 3.7874 0.22
H -0.2526 1.9975 4.8367 0.37
H 0.6708 3.0847 3.7843 0.15
H -2.2658 3.8111 3.4873 0.22
H -3.2998 2.7686 4.5118 0.30
H -4.0233 3.7938 3.2511 0.25
C -0.3240 -0.8894 -6.1218 -0.29
O 0.9883 -0.4673 -6.5026 -0.23
P 1.7870 -1.3274 -7.7615 1.09
O 3.1445 -1.1421 -7.1076 -0.68
O 1.5225 -0.0795 -8.8088 -0.33
C 0.2066 0.4329 -8.9801 -0.69
O 2.4612 -2.2632 -9.0347 -0.31
C 1.5540 -2.6974 -10.0411 -0.63
H -0.3707 -0.9312 -5.0348 -0.35
H -1.0559 -0.1603 -6.4703 0.36
H -0.5632 -1.8744 -6.5301 0.43
H 0.0373 1.2400 -8.2634 0.24
H -0.5462 -0.3475 -8.8537 0.35
H 0.1146 0.8449 -9.9861 0.30
H 1.2721 -1.8621 -10.6870 0.25
H 0.6599 -3.1314 -9.5843 0.28
H 2.0437 -3.4577 -10.6514 0.25
C 7.0657 -6.7159 -0.9879 -0.62
O 7.3440 -7.1762 0.3351 -0.34
P 8.5159 -6.3181 1.2630 1.06
O 9.0014 -7.5878 1.9365 -0.64
O 7.3220 -5.6465 2.1838 -0.40
C 6.2374 -4.9757 1.5537 -0.68
O 9.6907 -5.3648 2.0782 -0.31
C 9.6497 -3.9661 1.8220 -0.58
H 7.0515 -7.5746 -1.6600 0.30
H 6.0815 -6.2466 -1.0104 0.18
H 7.8194 -6.0033 -1.3321 0.33
H 5.4343 -5.6909 1.3605 0.29
H 6.5500 -4.4984 0.6228 0.28
H 5.8550 -4.2074 2.2271 0.38
H 8.7979 -3.5093 2.3321 0.23
H 9.5816 -3.7792 0.7462 0.27
H 10.5659 -3.5119 2.2023 0.26
C -1.1900 7.0825 -0.9140 -0.77
O -1.4320 6.5246 0.3786 -0.27
P -0.0900 6.3252 1.4404 0.86
O -0.6679 5.0516 2.0278 -0.47
O -0.6042 7.6108 2.3391 -0.34
C -0.8735 8.8550 1.7043 -0.71
O 1.3179 6.2087 2.4192 -0.27
C 2.2605 7.2667 2.2894 -0.66
H -1.7172 6.4827 -1.6567 0.24
H -1.5840 8.0984 -0.9515 0.29
H -0.1241 7.0941 -1.1534 0.37
H -1.9218 8.8845 1.3978 0.25
H -0.2237 9.0126 0.8412 0.34
H -0.7041 9.6617 2.4188 0.29
H 1.8892 8.1708 2.7783 0.26
H 2.4586 7.4709 1.2331 0.30
H 3.1922 6.9688 2.7726 0.24
C -7.2468 1.0372 9.0039 -0.74
O -6.3807 1.8324 8.1920 -0.31
P -5.6855 1.1052 6.7938 1.01
O -4.3965 1.8917 6.9513 -0.67
O -6.7086 1.9551 5.8176 -0.30
C -8.1110 1.9134 6.0546 -0.74
O -5.0716 0.2625 5.4295 -0.14
C -5.9677 -0.6515 4.8054 -0.72
H -6.9731 1.1806 10.0497 0.24
H -8.2767 1.3691 8.8706 0.28
H -7.1689 -0.0237 8.7550 0.36
H -8.3859 2.7212 6.7370 0.27
H -8.4186 0.9505 6.4667 0.34
H -8.6348 2.0708 5.1109 0.28
H -6.7311 -0.1115 4.2403 0.29
H -6.4437 -1.2884 5.5567 0.33
H -5.4044 -1.2802 4.1142 0.24
```


Q: Which value of net charge does entry 3 give?
A: +1


Q: Which of these has the lowest net charge?
A: C30H56InN2O2


Q: Which of these has the highest net charge?
A: C30H56F12N2O26S10Zr